[1]
Entry from the OMol25 dataset: 9 unconnected molecules or ions with the total composition BrH16O8 (wB97M-V/def2-TZVPD).

Geometry (Å):
Br1 -9.457 7.070 18.351
O1 -6.281 6.687 16.956
H1 -7.181 6.606 17.311
H2 -6.084 5.811 16.611
O2 -11.945 9.960 17.861
H3 -11.475 9.114 17.870
H4 -12.422 9.940 17.025
O3 -9.601 4.092 16.208
H5 -9.769 5.041 16.305
H6 -8.935 4.039 15.516
O4 -9.477 9.777 21.163
H7 -9.121 9.190 20.483
H8 -9.436 10.642 20.744
O5 -11.741 7.307 15.913
H9 -11.399 7.969 15.304
H10 -11.079 7.288 16.637
O6 -7.997 5.627 21.159
H11 -8.657 4.933 21.253
H12 -8.352 6.170 20.434
O7 -7.792 10.101 18.225
H13 -8.569 10.480 17.800
H14 -8.078 9.196 18.432
O8 -12.419 5.330 18.893
H15 -13.115 5.994 18.853
H16 -11.612 5.828 18.670

LUMO (eV): 2.9
Gap between HOMO and LUMO (eV): 9.5
ΔE to the lowest compared entry with this formula, charge and spin (kcal/mol): 6.5
Strongest force on any atom (eV/Å): 0.34
Charge: -1

=====

[2]
Entry from the OMol25 dataset: a molecular structure, C32H48F6FeNO11S at a distorted geometry (wB97M-V/def2-TZVPD).

Geometry (Å):
Fe1 0.093 -3.678 1.873
C1 -4.051 -4.631 3.846
F1 -4.739 -4.785 4.965
F2 -3.814 -5.878 3.358
F3 -4.793 -3.990 2.946
S1 -2.391 -3.790 4.059
O1 -2.693 -2.394 4.205
O2 -1.856 -4.415 5.261
O3 -1.660 -4.109 2.824
O4 -0.679 1.037 0.422
C2 0.002 -0.050 -0.038
C3 0.589 -1.024 0.980
O5 -0.328 -1.747 1.797
H1 0.809 0.336 -0.710
H2 -0.644 -0.710 -0.680
H3 1.294 -0.536 1.675
H4 1.107 -1.790 0.363
N1 -0.908 2.994 3.474
C4 -0.298 3.258 4.627
C5 0.580 4.304 4.856
C6 0.667 5.271 3.863
C7 0.026 5.042 2.656
C8 -0.722 3.876 2.494
H5 -0.344 2.492 5.400
H6 1.104 4.372 5.799
H7 1.281 6.149 4.028
H8 0.123 5.775 1.865
H9 -1.161 3.680 1.523
C9 1.304 -4.221 4.852
O6 1.025 -3.373 3.698
H10 1.242 -3.642 5.768
H11 0.564 -5.016 4.864
H12 2.316 -4.600 4.699
H13 1.017 -2.472 4.038
C10 -0.753 3.447 -2.257
O7 -1.470 3.402 -1.054
H14 -1.425 3.569 -3.111
H15 -0.009 4.255 -2.286
H16 -0.214 2.503 -2.414
H17 -1.075 2.702 -0.500
C11 -4.312 1.714 -0.731
O8 -3.510 1.516 0.394
H18 -4.486 0.804 -1.329
H19 -5.302 2.050 -0.408
H20 -3.953 2.480 -1.430
H21 -2.591 1.381 0.085
C12 -0.481 -3.607 -1.337
O9 -0.643 -4.218 -0.058
H22 -1.399 -3.129 -1.683
H23 0.253 -2.802 -1.300
H24 -0.141 -4.326 -2.088
H25 -1.516 -4.624 -0.090
C13 3.098 -3.221 1.398
O10 2.042 -3.976 0.791
H26 3.680 -3.815 2.110
H27 3.786 -2.897 0.614
H28 2.721 -2.355 1.928
H29 2.438 -4.637 0.220
C14 -3.704 -1.825 0.150
O11 -3.930 -1.592 1.527
H30 -3.415 -0.912 -0.379
H31 -2.938 -2.602 0.061
H32 -4.629 -2.135 -0.356
H33 -4.817 -1.908 1.710
F4 1.791 -1.763 -3.286
C15 2.687 -0.803 -3.576
C16 3.997 -1.206 -3.799
C17 4.991 -0.270 -4.032
C18 4.668 1.072 -3.933
C19 3.355 1.487 -3.714
C20 2.360 0.541 -3.515
H34 4.139 -2.277 -3.886
H35 5.977 -0.623 -4.304
H36 5.410 1.819 -4.186
H37 3.208 2.553 -3.618
H38 1.352 0.885 -3.317
F5 4.788 3.601 -1.685
C21 4.175 3.653 -0.466
C22 2.957 2.997 -0.369
C23 2.340 2.867 0.859
C24 2.956 3.447 1.985
C25 4.189 4.030 1.856
C26 4.843 4.157 0.620
H39 2.471 2.518 -1.208
H40 1.328 2.459 0.838
H41 2.490 3.290 2.948
H42 4.665 4.455 2.734
H43 5.859 4.518 0.566
F6 -5.389 -0.176 -4.880
C27 -4.043 -0.079 -4.818
C28 -3.344 0.383 -5.918
C29 -1.968 0.520 -5.843
C30 -1.291 0.073 -4.709
C31 -2.002 -0.445 -3.648
C32 -3.399 -0.485 -3.670
H44 -3.886 0.591 -6.832
H45 -1.476 0.886 -6.735
H46 -0.208 0.063 -4.699
H47 -1.464 -0.757 -2.760
H48 -3.894 -0.958 -2.832

LUMO (alpha / beta) (eV): 1.6 / 1.6
Gap between HOMO and LUMO (alpha / beta) (eV): 5.5 / 5.5
Strongest force on any atom (eV/Å): 2.83
Spin multiplicity: 5
Charge: -1